{
  "formula": "C45H29FNO11S",
  "method": "wB97M-V/def2-TZVPD",
  "symbols": ["C", "C", "O", "N", "C", "O", "O", "S", "O", "O", "F", "H", "H", "H", "H", "H", "C", "C", "C", "C", "C", "C", "C", "O", "C", "C", "C", "C", "C", "C", "C", "O", "H", "H", "H", "H", "H", "H", "H", "H", "C", "C", "C", "C", "C", "C", "C", "O", "C", "C", "C", "C", "C", "C", "C", "O", "H", "H", "H", "H", "H", "H", "H", "H", "C", "C", "C", "C", "C", "C", "C", "O", "C", "C", "C", "C", "C", "C", "C", "O", "H", "H", "H", "H", "H", "H", "H", "H"],
  "positions_angstrom": [[-9.3200, 2.1238, -4.0581], [-8.1195, 2.9609, -4.4658], [-8.1269, 3.0299, -5.8873], [-6.8487, 3.4175, -6.3728], [-7.0426, 4.0711, -7.8381], [-6.1943, 4.9263, -7.9949], [-7.9365, 3.5625, -8.4722], [-5.8526, 2.0608, -6.4991], [-5.0636, 1.9187, -5.3101], [-5.2363, 1.9397, -7.7784], [-6.9170, 0.8997, -6.4068], [-9.4013, 2.0658, -2.9713], [-10.2334, 2.5605, -4.4732], [-9.2274, 1.1212, -4.4852], [-7.1904, 2.5160, -4.0992], [-8.1794, 3.9741, -4.0421], [-2.2397, -0.3943, -4.0767], [-3.3519, -0.6184, -4.8773], [-4.4554, -1.2809, -4.3637], [-4.4449, -1.7326, -3.0510], [-3.3171, -1.5206, -2.2486], [-2.2220, -0.8453, -2.7680], [-3.2567, -2.0174, -0.8501], [-2.2827, -1.8371, -0.1452], [-4.4408, -2.7643, -0.3284], [-4.3998, -3.2767, 0.9627], [-5.4895, -3.9627, 1.4695], [-6.6284, -4.1363, 0.6899], [-6.6726, -3.6308, -0.5978], [-5.5786, -2.9476, -1.1135], [-5.6449, -2.4313, -2.5173], [-6.6444, -2.5922, -3.1833], [-1.3830, 0.1347, -4.4727], [-3.3657, -0.2618, -5.8976], [-5.3339, -1.4453, -4.9720], [-1.3582, -0.6779, -2.1409], [-3.5082, -3.1287, 1.5560], [-5.4550, -4.3629, 2.4745], [-7.4820, -4.6684, 1.0893], [-7.5486, -3.7575, -1.2188], [5.7094, 3.6420, -3.8140], [4.5844, 3.4429, -4.6069], [3.4798, 2.7848, -4.0943], [3.4976, 2.3178, -2.7863], [4.6310, 2.5077, -1.9932], [5.7338, 3.1756, -2.5111], [4.6889, 1.9919, -0.5946], [5.6742, 2.1582, 0.0958], [3.4989, 1.2580, -0.0805], [3.5385, 0.7324, 1.2034], [2.4475, 0.0467, 1.7107], [1.3019, -0.1056, 0.9362], [1.2557, 0.4181, -0.3447], [2.3531, 1.0941, -0.8610], [2.2874, 1.6236, -2.2535], [1.2920, 1.4942, -2.9310], [6.5689, 4.1623, -4.2159], [4.5695, 3.8041, -5.6267], [2.5947, 2.6280, -4.6951], [6.6013, 3.3208, -1.8825], [4.4341, 0.8664, 1.7947], [2.4861, -0.3683, 2.7104], [0.4431, -0.6353, 1.3273], [0.3702, 0.3033, -0.9531], [8.1615, 0.5365, 4.5219], [7.0477, 0.2962, 3.7243], [5.9559, -0.3746, 4.2483], [5.9707, -0.8099, 5.5659], [7.0948, -0.5812, 6.3616], [8.1867, 0.0979, 5.8352], [7.1523, -1.0644, 7.7706], [8.1226, -0.8607, 8.4685], [5.9714, -1.8142, 8.2930], [6.0127, -2.3137, 9.5886], [4.9254, -3.0018, 10.0987], [3.7890, -3.1898, 9.3194], [3.7430, -2.6966, 8.0270], [4.8344, -2.0122, 7.5075], [4.7687, -1.5082, 6.1045], [3.7739, -1.6616, 5.4287], [9.0123, 1.0665, 4.1147], [7.0310, 0.6357, 2.6962], [5.0814, -0.5668, 3.6419], [9.0471, 0.2748, 6.4656], [6.9017, -2.1553, 10.1832], [4.9606, -3.3928, 11.1070], [2.9387, -3.7239, 9.7224], [2.8683, -2.8360, 7.4071]],
  "lowdin_charge": [-0.075, -0.273, -0.168, -0.118, -0.752, 0.007, 0.027, 0.631, -0.286, -0.245, -0.153, 0.069, 0.074, 0.074, 0.096, 0.117, -0.036, -0.047, 0.010, -0.079, -0.087, 0.000, -0.277, 0.085, -0.082, -0.010, -0.068, -0.066, -0.006, -0.078, -0.276, 0.110, 0.110, 0.111, 0.124, 0.099, 0.116, 0.102, 0.103, 0.119, -0.061, -0.056, 0.001, -0.079, -0.084, -0.007, -0.276, 0.092, -0.084, -0.006, -0.047, -0.039, 0.010, -0.078, -0.274, 0.112, 0.105, 0.108, 0.123, 0.117, 0.099, 0.103, 0.111, 0.106, -0.052, -0.045, 0.001, -0.080, -0.084, -0.003, -0.277, 0.105, -0.082, -0.004, -0.059, -0.058, -0.002, -0.082, -0.275, 0.105, 0.108, 0.107, 0.104, 0.119, 0.119, 0.106, 0.107, 0.121],
  "molar_mass_g_mol": 810.79,
  "charge": -1,
  "e_homo_ev": -5.44,
  "orbital_gap_ev": 5.242,
  "lumo_energy_ev": -0.19
}